No. 1
This record from the OMol25 dataset describes a single H2N2O3S molecule at a distorted geometry. The level of theory is wB97M-V/def2-TZVPD.

The value obtained for the maximum force is 0.03172 Eh/bohr. Its lowest unoccupied orbital energy (alpha / beta) is -1.5674 / -1.9411 eV. Its HOMO-LUMO gap (alpha / beta) is 0.310 / 0.308 Ha. As for the energy relative to the best compared isomer or geometry (same formula, charge and spin): 3.769 eV. The HOMO energy (alpha / beta) is -9.99 / -10.33 eV. The total charge is 0. The energy comes out at -734.40291 Eh.

CARTESIAN COORDINATES (ANGSTROEM)
N: -1.23 -0.04 -0.78
N: -0.28 0.07 1.19
O: 1.72 -1.17 -0.27
O: 1.94 1.29 -0.10
O: -1.07 -0.64 0.41
S: 1.11 0.13 -0.20
H: -1.67 -0.71 -1.40
H: -0.52 1.07 1.15



No. 2
This record from the OMol25 dataset describes a 2-piece molecular cluster, C5H15N3 overall at a distorted geometry. The level of theory is wB97M-V/def2-TZVPD.

Its SMILES is N=C(N)N.CCCC. The value obtained for the maximum force is 0.06288 Eh/bohr. Its lowest unoccupied orbital energy is 0.6672 eV. Its HOMO-LUMO gap is 0.345 Ha. As for the energy relative to the best compared isomer or geometry (same formula, charge and spin): 1.009 eV. The HOMO energy is -8.72 eV. The total charge is 0. The energy comes out at -363.75001 Eh.

CARTESIAN COORDINATES (ANGSTROEM)
C: -1.86 -1.96 0.98
C: 1.83 -0.72 0.65
C: 0.52 -1.12 1.37
C: -0.47 -1.79 0.40
H: -1.88 -2.61 1.84
H: -2.60 -2.31 0.30
H: -2.22 -1.00 1.43
H: 2.75 -0.66 1.23
H: 1.78 0.28 0.17
H: 1.97 -1.40 -0.24
H: 0.10 -0.24 1.80
H: 0.77 -1.78 2.22
H: -0.52 -1.17 -0.54
H: -0.08 -2.67 -0.08
N: 1.04 2.49 -1.84
C: -0.14 2.36 -1.07
N: -1.21 1.82 -1.84
N: -0.31 2.77 0.17
H: 1.84 2.68 -1.27
H: 1.20 1.81 -2.58
H: -1.01 1.06 -2.51
H: -2.03 1.63 -1.25
H: 0.52 2.51 0.67



No. 3
This record from the OMol25 dataset describes C46H58F5N9O6P2ReTe as an isolated structure at a distorted geometry. The level of theory is wB97M-V/def2-TZVPD.

The value obtained for the maximum force is 0.04145 Eh/bohr. Its lowest unoccupied orbital energy (alpha / beta) is -3.9721 / -8.9575 eV. Its HOMO-LUMO gap (alpha / beta) is 0.317 / 0.134 Ha. As for the energy relative to the best compared isomer or geometry (same formula, charge and spin): 1.355 eV. The HOMO energy (alpha / beta) is -12.61 / -12.60 eV. Its expectation value of S² is 3.779. The total charge is +2. The energy comes out at -4259.82605 Eh. As for the spin multiplicity: 4.

CARTESIAN COORDINATES (ANGSTROEM)
Re: -1.07 0.08 -0.71
N: -1.16 1.88 0.60
C: -2.55 2.28 0.85
C: -3.48 1.04 0.77
O: -4.59 1.08 1.25
O: -2.96 0.04 0.16
H: -0.75 1.54 1.47
H: -0.60 2.70 0.34
H: -2.90 2.97 0.08
H: -2.68 2.74 1.84
O: 1.43 0.83 1.40
P: 2.87 1.18 1.45
N: 3.10 2.10 2.85
C: 4.40 2.60 3.29
C: 4.24 2.81 4.80
C: 3.19 1.77 5.19
C: 2.25 1.84 4.00
N: 3.85 -0.17 1.52
C: 5.25 -0.33 1.16
C: 5.69 -1.64 1.82
C: 4.37 -2.39 2.03
C: 3.42 -1.26 2.38
N: 3.30 2.05 0.11
C: 4.63 2.47 -0.34
C: 4.44 3.92 -0.79
C: 3.02 3.91 -1.33
C: 2.30 3.04 -0.31
H: 4.65 3.53 2.77
H: 5.19 1.87 3.09
H: 3.85 3.81 5.00
H: 5.18 2.69 5.34
H: 2.69 2.01 6.12
H: 3.64 0.78 5.27
H: 1.55 2.68 4.11
H: 1.68 0.92 3.84
H: 5.86 0.50 1.51
H: 5.36 -0.39 0.08
H: 6.15 -1.44 2.79
H: 6.39 -2.20 1.21
H: 4.43 -3.14 2.81
H: 4.06 -2.86 1.10
H: 3.52 -0.99 3.44
H: 2.36 -1.49 2.20
H: 4.93 1.85 -1.19
H: 5.38 2.37 0.44
H: 5.18 4.22 -1.52
H: 4.50 4.59 0.07
H: 2.99 3.44 -2.31
H: 2.58 4.90 -1.40
H: 1.44 2.50 -0.72
H: 1.97 3.64 0.55
C: -3.46 0.18 -3.52
C: -2.68 1.41 -3.24
N: -1.87 1.60 -2.20
C: -1.44 2.90 -2.27
C: -1.96 3.48 -3.38
N: -2.75 2.54 -3.98
C: -3.24 2.64 -5.34
N: -2.41 1.84 -6.19
N: -2.78 0.57 -6.47
N: -1.86 -0.04 -7.06
C: -0.78 0.79 -7.22
C: 0.47 0.58 -7.80
C: 1.35 1.63 -7.76
C: 1.01 2.86 -7.17
C: -0.23 3.09 -6.60
C: -1.12 2.03 -6.63
H: -2.98 -0.66 -3.03
H: -3.52 -0.01 -4.60
H: -4.47 0.30 -3.13
H: -0.75 3.32 -1.58
H: -1.85 4.47 -3.77
H: -3.22 3.69 -5.64
H: -4.27 2.26 -5.42
H: 0.70 -0.36 -8.26
H: 2.33 1.52 -8.19
H: 1.74 3.65 -7.17
H: -0.47 4.04 -6.16
C: -3.78 -2.67 -1.22
O: -2.56 -2.80 -1.96
P: -1.17 -2.10 -1.63
O: -0.33 -2.51 -2.91
C: -0.53 -1.96 -4.21
O: -0.44 -3.05 -0.55
C: 0.01 -4.37 -0.93
H: -4.59 -2.83 -1.93
H: -3.87 -1.68 -0.77
H: -3.82 -3.42 -0.43
H: -1.48 -2.27 -4.62
H: 0.28 -2.36 -4.82
H: -0.46 -0.88 -4.18
H: 0.95 -4.29 -1.48
H: -0.73 -4.87 -1.55
H: 0.16 -4.92 0.00
F: 1.71 -1.57 -0.10
C: 1.93 -0.82 -1.21
C: 0.92 0.03 -1.68
C: 1.31 0.70 -2.85
F: 0.43 1.50 -3.48
C: 2.56 0.60 -3.45
F: 2.84 1.35 -4.53
C: 3.51 -0.27 -2.93
F: 4.71 -0.40 -3.50
C: 3.17 -1.00 -1.81
F: 4.03 -1.88 -1.29
Te: -0.44 -1.23 1.62
C: -1.18 -3.04 2.48
C: -0.84 -3.09 3.83
C: -1.22 -4.15 4.62
C: -1.95 -5.19 4.06
C: -2.28 -5.16 2.72
C: -1.89 -4.09 1.92
C: -1.74 -0.23 3.00
C: -2.99 -0.77 3.29
C: -3.83 -0.15 4.19
C: -3.45 1.02 4.82
C: -2.21 1.58 4.53
C: -1.36 0.96 3.63
H: -0.26 -2.27 4.25
H: -0.95 -4.17 5.66
H: -2.26 -6.02 4.68
H: -2.84 -5.97 2.28
H: -2.14 -4.09 0.87
H: -3.31 -1.68 2.80
H: -4.80 -0.60 4.38
H: -4.11 1.50 5.52
H: -1.91 2.49 5.02
H: -0.40 1.40 3.42



No. 4
This record from the OMol25 dataset describes C19H37N4OPdSSi as an isolated structure. The level of theory is wB97M-V/def2-TZVPD.

The value obtained for the maximum force is 0.00337 Eh/bohr. Its lowest unoccupied orbital energy (alpha / beta) is -8.6343 / -11.9580 eV. Its HOMO-LUMO gap (alpha / beta) is 0.332 / 0.254 Ha. As for the energy relative to the best compared isomer or geometry (same formula, charge and spin): 0.000 eV. The HOMO energy (alpha / beta) is -17.67 / -18.87 eV. Its expectation value of S² is 6.057. The total charge is +3. The energy comes out at -1855.00070 Eh. As for the spin multiplicity: 5.

CARTESIAN COORDINATES (ANGSTROEM)
Pd: 0.36 -0.19 0.92
C: 1.79 1.37 3.16
C: 1.05 2.39 2.32
N: -0.17 1.81 1.70
C: -1.37 1.73 2.56
C: -1.33 0.64 3.62
S: -0.78 -0.99 2.98
C: 0.71 -1.35 3.97
C: 2.02 -1.10 3.25
N: 1.98 0.11 2.40
H: 1.25 1.14 4.07
H: 2.76 1.78 3.47
H: 1.69 2.74 1.51
H: 0.79 3.27 2.93
H: -0.42 2.41 0.92
H: -2.22 1.55 1.90
H: -1.54 2.69 3.06
H: -2.34 0.49 4.01
H: -0.70 0.89 4.47
H: 0.64 -2.40 4.25
H: 0.61 -0.78 4.90
H: 2.26 -1.94 2.59
H: 2.83 -1.03 3.98
H: 2.86 0.17 1.90
C: 3.53 -0.28 -0.68
C: 2.59 0.57 -1.46
C: 3.10 1.29 -2.59
C: 2.27 2.08 -3.36
C: 0.92 2.11 -3.05
C: 0.47 1.33 -1.94
N: 1.32 0.62 -1.11
N: -0.81 1.26 -1.71
Si: -2.61 1.09 -2.22
C: -2.82 2.59 -3.26
C: -3.50 1.13 -0.60
C: -2.67 -0.53 -3.10
H: 4.20 0.35 -0.08
H: 4.19 -0.84 -1.36
H: 3.00 -0.99 -0.05
H: 4.15 1.21 -2.82
H: 2.65 2.64 -4.20
H: 0.20 2.67 -3.63
H: -2.57 3.52 -2.74
H: -3.88 2.65 -3.53
H: -2.25 2.54 -4.20
H: -3.34 2.07 -0.06
H: -3.22 0.28 0.04
H: -4.57 1.05 -0.78
H: -1.99 -0.56 -3.96
H: -3.68 -0.68 -3.49
H: -2.44 -1.37 -2.44
C: -0.17 -3.75 -1.91
C: -0.62 -4.29 -0.55
C: -1.15 -3.04 0.12
O: -0.27 -1.96 -0.33
C: 0.42 -2.39 -1.55
H: -1.02 -3.64 -2.58
H: 0.57 -4.39 -2.39
H: 0.23 -4.69 0.01
H: -1.37 -5.06 -0.63
H: -1.13 -3.07 1.20
H: -2.17 -2.80 -0.21
H: 1.48 -2.45 -1.33
H: 0.24 -1.64 -2.32